Entry 1:
123
Properties=species:S:1:pos:R:3:mulliken_charge:R:1 method="wB97M-V/def2-TZVPD" homo_lumo_gap_ev="8.68 / 5.46" relative_energy_kj_mol=20.4 s_squared=2.03 charge=+1 e_tot_ev=-241227.373 spin_multiplicity=3
Cu -3.408 0.638 -0.688 0.39
Cu -3.135 -2.909 -1.409 0.47
C 0.374 -0.120 -0.545 0.69
C -0.630 -0.866 0.346 -0.82
O -1.922 -1.156 -0.252 0.63
H -0.003 0.872 -0.794 0.25
H 0.559 -0.644 -1.482 -0.43
H 1.262 0.001 0.075 -0.20
H -0.597 -0.352 1.307 0.35
H -0.115 -1.816 0.489 -0.07
O -5.070 1.832 -1.689 -0.37
C -6.107 0.886 -1.912 -0.35
C -5.630 -0.581 -2.236 -0.64
O -4.645 -1.209 -1.399 -0.61
H -6.775 1.157 -2.730 0.39
H -6.838 0.953 -1.105 0.36
H -5.148 -0.545 -3.213 0.24
H -6.459 -1.283 -2.311 0.37
O 3.273 5.285 1.267 -0.61
S 2.322 4.657 0.418 1.19
O 1.418 5.530 -0.319 -0.59
O 3.112 3.687 -0.663 -0.33
C 3.700 2.427 -0.290 0.77
C 5.074 2.450 0.448 -1.40
C 1.327 3.384 1.454 -0.71
H 3.907 1.985 -1.264 0.07
H 2.980 1.719 0.120 -0.39
H 5.811 2.884 -0.227 0.38
H 5.439 1.445 0.658 0.38
H 5.199 3.087 1.324 0.35
H 0.725 2.753 0.801 0.10
H 0.586 3.978 1.989 0.53
H 1.987 2.829 2.120 0.14
O 4.696 3.111 -5.645 -0.59
S 3.728 2.298 -6.390 1.18
O 4.084 1.348 -7.453 -0.58
O 2.560 1.598 -5.400 -0.30
C 2.581 1.707 -4.056 -0.51
C 2.112 0.399 -3.403 -0.57
C 2.690 3.650 -7.117 -0.86
H 1.924 2.528 -3.770 0.03
H 3.575 2.016 -3.733 0.69
H 2.779 -0.415 -3.683 0.36
H 1.160 0.018 -3.773 0.40
H 2.160 0.558 -2.326 -0.14
H 3.207 3.918 -8.039 0.42
H 2.518 4.454 -6.401 0.21
H 1.724 3.217 -7.377 0.28
O 2.662 4.153 5.609 -0.57
S 1.823 3.034 5.878 1.12
O 0.376 3.253 6.226 -0.62
O 1.960 2.017 4.589 -0.31
C 0.989 0.998 4.480 -0.39
C 1.479 0.024 3.419 -0.74
C 2.663 1.977 7.155 -0.86
H 0.031 1.482 4.290 0.19
H 0.890 0.520 5.455 0.67
H 1.659 0.511 2.460 -0.15
H 0.798 -0.803 3.223 0.33
H 2.421 -0.403 3.764 0.42
H 2.490 2.380 8.154 0.38
H 3.744 1.965 7.016 0.32
H 2.218 0.987 7.057 0.28
O -1.002 1.018 -4.778 -0.57
S -1.784 1.699 -3.743 0.87
O -2.121 1.114 -2.448 -0.10
O -1.001 3.164 -3.408 -0.16
C -0.480 3.882 -4.539 -0.32
C 0.222 5.240 -4.126 -1.31
C -3.255 2.361 -4.527 -1.25
H -1.355 4.189 -5.111 0.30
H 0.204 3.191 -5.033 0.46
H 1.084 5.021 -3.495 0.24
H -0.437 5.900 -3.563 0.39
H 0.709 5.817 -4.912 0.37
H -2.964 2.756 -5.500 0.46
H -3.461 3.205 -3.869 0.37
H -3.968 1.556 -4.704 0.35
O -5.921 -0.401 3.180 -0.61
S -4.554 -0.306 2.688 0.71
O -4.271 0.233 1.373 -0.31
O -3.698 0.704 3.660 -0.22
C -3.924 0.650 5.113 -0.48
C -2.643 0.193 5.787 -0.67
C -3.600 -1.886 3.031 -0.82
H -4.693 -0.082 5.361 0.35
H -4.228 1.629 5.485 0.39
H -2.364 -0.767 5.352 0.20
H -2.765 0.059 6.862 0.42
H -1.883 0.938 5.552 0.02
H -3.847 -2.260 4.024 0.51
H -2.553 -1.585 2.979 0.10
H -3.845 -2.438 2.124 0.30
O -0.934 -3.587 -1.800 -0.22
S 0.496 -3.580 -2.107 0.57
O 1.060 -2.730 -3.207 -0.52
O 1.402 -3.449 -0.717 -0.06
C 2.828 -3.266 -0.829 -0.06
C 3.384 -2.920 0.576 -1.02
C 0.987 -5.290 -2.523 -1.12
H 2.983 -2.370 -1.431 0.04
H 3.278 -4.175 -1.228 0.40
H 4.352 -2.427 0.487 0.43
H 3.371 -3.775 1.252 0.31
H 2.796 -2.141 1.062 0.05
H 2.022 -5.166 -2.842 0.42
H 0.258 -5.539 -3.295 0.46
H 0.950 -5.816 -1.569 0.27
O -2.496 -3.985 0.432 -0.02
S -2.078 -5.269 0.979 1.03
O -1.682 -6.397 0.130 -0.66
O -0.847 -4.922 1.999 -0.04
C 0.013 -5.924 2.405 -0.64
C 1.381 -5.309 2.605 -0.73
C -3.364 -5.778 2.211 -1.10
H 0.039 -6.691 1.631 0.44
H -0.406 -6.449 3.263 0.35
H 2.032 -5.952 3.197 0.47
H 1.210 -4.344 3.083 0.24
H 1.927 -5.271 1.662 -0.09
H -4.249 -6.043 1.632 0.46
H -3.580 -4.994 2.937 0.24
H -3.004 -6.690 2.687 0.43



Entry 2:
120
Properties=species:S:1:pos:R:3:mulliken_charge:R:1 method="wB97M-V/def2-TZVPD" homo_lumo_gap_ev=6.46 charge=-1 e_tot_ev=-127741.257
C -0.624 4.814 3.562 -0.76
C 0.488 5.149 2.360 -0.16
O -0.260 5.440 1.127 -0.36
C -0.143 4.364 0.132 0.40
O 0.806 4.474 -0.835 -0.51
C -1.143 3.066 0.156 -0.13
C -0.462 1.665 0.659 -0.34
C 1.104 1.449 0.231 -0.81
In 1.920 -0.124 1.714 0.74
C 3.925 -0.884 0.990 -0.78
C 4.165 -0.660 -0.650 -0.51
C 5.450 -1.626 -1.045 0.09
C 6.821 -0.722 -1.167 0.22
O 7.071 -0.113 -2.333 -0.56
O 7.735 -0.615 -0.010 -0.42
H -0.688 5.706 4.352 0.30
H -0.281 3.807 4.091 0.25
H -1.702 4.716 3.067 0.18
H 1.287 4.299 2.268 0.19
H 1.055 6.148 2.674 0.27
H -1.683 3.000 -0.890 0.30
H -1.998 3.323 0.948 0.01
H -1.075 0.788 0.129 0.09
H -0.587 1.451 1.824 0.19
H 1.798 2.381 0.388 0.17
H 1.221 0.971 -0.854 0.25
H 0.718 -1.392 2.121 -0.40
H 2.237 0.830 3.244 -0.37
H 3.956 -2.045 1.221 0.24
H 4.757 -0.272 1.559 0.13
H 3.217 -0.985 -1.282 0.24
H 4.379 0.477 -0.908 0.25
H 5.628 -2.378 -0.141 -0.05
H 5.236 -2.299 -1.999 0.35
H 7.369 0.099 0.611 0.33
C 2.142 7.142 -5.649 -0.63
O 1.026 7.559 -4.890 -0.29
P 1.268 8.671 -3.748 1.09
O 2.686 8.811 -3.282 -0.68
O 0.215 8.248 -2.610 -0.42
C 0.344 6.956 -2.060 -0.70
O 0.582 9.984 -4.373 -0.31
C 1.379 11.119 -4.614 -0.68
H 2.660 6.340 -5.116 0.25
H 1.788 6.757 -6.607 0.24
H 2.830 7.971 -5.834 0.31
H 1.380 6.756 -1.775 0.39
H 0.009 6.212 -2.788 0.34
H -0.289 6.885 -1.172 0.22
H 1.901 11.007 -5.567 0.27
H 2.098 11.282 -3.807 0.34
H 0.724 11.993 -4.671 0.23
C -6.762 0.680 0.767 -0.63
O -6.271 -0.149 1.800 -0.34
P -4.909 0.299 2.538 0.81
O -4.055 1.265 1.773 -0.35
O -4.210 -1.106 2.881 -0.34
C -3.913 -1.960 1.798 -0.63
O -5.425 0.781 3.982 -0.35
C -5.209 2.117 4.371 -0.58
H -6.277 0.407 -0.175 0.23
H -7.837 0.516 0.670 0.25
H -6.584 1.736 0.985 0.32
H -3.401 -1.414 1.001 0.28
H -4.837 -2.398 1.412 0.28
H -3.264 -2.765 2.150 0.28
H -5.986 2.756 3.943 0.27
H -4.221 2.469 4.064 0.24
H -5.269 2.172 5.462 0.23
C 10.306 -0.323 4.076 -0.63
O 9.349 -1.362 4.089 -0.26
P 9.859 -2.856 3.764 1.06
O 11.165 -2.942 3.034 -0.68
O 8.604 -3.503 2.996 -0.42
C 8.180 -2.870 1.809 -0.62
O 9.787 -3.581 5.198 -0.30
C 10.972 -4.088 5.764 -0.68
H 10.424 0.044 3.053 0.24
H 9.943 0.493 4.704 0.25
H 11.269 -0.665 4.462 0.31
H 9.027 -2.674 1.148 0.38
H 7.675 -1.931 2.054 0.32
H 7.471 -3.524 1.294 0.23
H 11.517 -3.283 6.261 0.27
H 11.605 -4.563 5.010 0.34
H 10.702 -4.843 6.508 0.23
C -2.834 -7.678 2.093 -0.63
O -4.011 -8.057 1.411 -0.33
P -4.514 -7.116 0.202 0.99
O -3.978 -5.716 0.215 -0.47
O -6.113 -7.235 0.299 -0.35
C -6.718 -6.831 1.508 -0.63
O -4.188 -7.999 -1.101 -0.36
C -3.287 -7.494 -2.058 -0.34
H -3.089 -6.966 2.883 0.26
H -2.393 -8.567 2.548 0.23
H -2.105 -7.232 1.411 0.32
H -6.345 -5.853 1.821 0.29
H -6.514 -7.572 2.285 0.27
H -7.798 -6.768 1.358 0.24
H -2.261 -7.690 -1.738 0.30
H -3.434 -6.423 -2.220 0.06
H -3.466 -8.011 -3.005 0.24
C -5.499 -0.044 -3.955 -0.69
O -6.456 -1.083 -3.943 -0.28
P -5.945 -2.577 -4.267 1.04
O -4.639 -2.663 -4.997 -0.70
O -7.200 -3.224 -5.035 -0.35
C -7.625 -2.591 -6.222 -0.66
O -6.018 -3.302 -2.834 -0.28
C -4.832 -3.809 -2.267 -0.48
H -5.380 0.323 -4.978 0.28
H -5.861 0.772 -3.327 0.23
H -4.535 -0.386 -3.569 0.34
H -6.777 -2.395 -6.883 0.33
H -8.129 -1.652 -5.977 0.26
H -8.333 -3.245 -6.737 0.24
H -4.287 -3.004 -1.770 0.22
H -4.200 -4.284 -3.022 0.29
H -5.103 -4.564 -1.523 0.14